[1]
This record from the Open Molecules 2025 dataset describes 4 unconnected molecules or ions with the total composition C5H18N2O4. The level of theory is ωB97M-V/def2-TZVPD.

Results
* lowest unoccupied orbital energy: 0.363 eV
* net charge: 0
* highest occupied orbital energy: -9.5 eV
* 2S+1: 1
* HOMO-LUMO gap: 9.82 eV
* SMILES string: CC[C@@H](N)CNC=O.O.O.O

```
29
C5H18N2O4 ωB97M-V/def2-TZVPD
C 0.6168 1.2239 1.8733
C 1.2323 0.7207 0.5940
C 0.2487 0.3365 -0.5086
N -0.9220 1.1220 -0.9572
C 1.0878 0.1139 -1.8105
N 1.4998 -1.2833 -1.9225
C 1.9761 -1.7912 -3.1021
O 1.8026 -1.1992 -4.1477
H 0.5924 0.4556 2.6661
H -0.4424 1.5036 1.8314
H 1.0154 2.0456 2.4809
H 1.9157 1.4882 0.2146
H 1.8092 -0.2023 0.7034
H -0.2990 -0.5754 -0.1975
H -0.6987 2.1067 -1.1274
H -1.5375 1.2107 -0.1457
H 1.9831 0.7414 -1.7873
H 0.5502 0.5020 -2.6759
H 1.1445 -1.8320 -1.1606
H 2.4230 -2.7937 -3.0444
O -3.4741 2.4917 0.4757
H -2.9697 2.5093 -0.3282
H -3.6288 3.3944 0.7676
O -2.8953 0.2534 2.1615
H -3.0430 0.4314 3.0998
H -3.1915 1.1145 1.8154
O 1.2012 -4.5960 1.7403
H 1.6842 -5.0917 1.0763
H 0.3191 -4.4005 1.4152
```

Need the natural (NBO) charges? In units of e they are:
1. C -0.64
2. C -0.43
3. C -0.05
4. N -0.83
5. C -0.23
6. N -0.63
7. C 0.53
8. O -0.60
9. H 0.22
10. H 0.22
11. H 0.22
12. H 0.20
13. H 0.22
14. H 0.19
15. H 0.34
16. H 0.35
17. H 0.18
18. H 0.23
19. H 0.40
20. H 0.12
21. O -0.96
22. H 0.49
23. H 0.48
24. O -0.95
25. H 0.46
26. H 0.49
27. O -0.94
28. H 0.47
29. H 0.47

---

[2]
This record from the Open Molecules 2025 dataset describes 4 unconnected molecules or ions with the total composition C5H18N2O4. The level of theory is ωB97M-V/def2-TZVPD.

Results
* lowest unoccupied orbital energy: 0.576 eV
* net charge: 0
* highest occupied orbital energy: -8.6 eV
* 2S+1: 1
* HOMO-LUMO gap: 9.14 eV
* SMILES string: CNCCN(C)C=O.O.O.O

```
29
C5H18N2O4 ωB97M-V/def2-TZVPD
C 2.3681 -1.6992 0.3420
N 0.9734 -1.8724 -0.0681
C 0.0344 -2.0757 0.9882
C -1.2747 -1.3390 0.6276
N -1.3932 -0.0069 1.2197
C -1.4851 0.0872 2.6936
C -0.9433 1.0535 0.5377
O -0.4545 0.8983 -0.5886
H 2.9847 -1.5742 -0.5387
H 2.4889 -0.8945 1.0741
H 2.6934 -2.6589 0.7563
H 0.7286 -1.2031 -0.7863
H 0.4105 -1.8410 1.9894
H -0.2371 -3.1358 1.0941
H -2.1566 -1.8922 0.9620
H -1.3241 -1.3436 -0.4578
H -0.7791 0.8311 3.0422
H -2.5239 0.2558 2.9556
H -1.3327 -0.8924 3.0741
H -1.1922 2.0303 0.9432
O -0.0632 2.9459 -2.3315
H -0.3890 2.3202 -1.6701
H 0.8848 3.0009 -2.1942
O 2.0865 1.9848 0.0963
H 1.4703 1.2689 -0.1101
H 2.8739 1.8892 -0.4449
O -0.6444 -0.6216 -2.8023
H -1.1797 -0.3868 -3.5604
H -0.6436 0.0608 -2.1187
```

Need the natural (NBO) charges? In units of e they are:
1. C -0.42
2. N -0.64
3. C -0.22
4. C -0.24
5. N -0.40
6. C -0.42
7. C 0.55
8. O -0.74
9. H 0.21
10. H 0.17
11. H 0.19
12. H 0.39
13. H 0.17
14. H 0.18
15. H 0.20
16. H 0.26
17. H 0.22
18. H 0.21
19. H 0.22
20. H 0.16
21. O -0.97
22. H 0.48
23. H 0.47
24. O -0.96
25. H 0.48
26. H 0.47
27. O -0.99
28. H 0.48
29. H 0.50

---

[3]
This record from the Open Molecules 2025 dataset describes 3 unconnected molecules or ions with the total composition C5H18NO2. The level of theory is ωB97M-V/def2-TZVPD.

Results
* lowest unoccupied orbital energy (alpha / beta): 0.558 / 0.384 eV
* net charge: 0
* highest occupied orbital energy (alpha / beta): -2.8 / -11.1 eV
* 2S+1: 2
* HOMO-LUMO gap (alpha / beta): 3.32 / 11.50 eV
* ⟨S²⟩: 0.751

```
26
C5H18NO2 ωB97M-V/def2-TZVPD
C 0.4161 -0.4424 1.5549
C 0.6886 0.7994 0.6177
C -0.5632 1.5490 0.0901
C -0.9821 2.7526 0.8835
C -0.4338 1.8352 -1.4264
N 0.0718 -1.7002 0.7168
H -0.4481 -0.1836 2.2285
H 1.4448 -0.7044 2.1440
H 1.2837 0.5265 -0.2259
H 1.4244 1.4714 1.0891
H -1.4076 0.7797 0.2103
H -1.0062 3.6363 0.2245
H -0.4233 3.0713 1.7700
H -2.0692 2.6419 1.1965
H -0.0264 0.8993 -1.9059
H -1.4254 2.1774 -1.9609
H 0.3499 2.6398 -1.6171
H -0.0912 -2.4600 1.3261
H -0.9384 -1.5705 0.2737
H 0.8061 -1.8472 0.0027
H -1.4934 -3.3885 -1.3844
H -2.8387 -2.8266 -0.7657
O -1.8354 -2.9303 -0.5793
H 3.3094 -1.5758 -1.9057
H 3.3897 -2.9244 -1.2411
O 2.7979 -2.2255 -1.3159
```

Need the natural (NBO) charges? In units of e they are:
1. C -0.30
2. C -0.43
3. C -0.26
4. C -0.62
5. C -0.61
6. N -0.94
7. H 0.22
8. H 0.22
9. H 0.21
10. H 0.22
11. H 0.19
12. H 0.21
13. H 0.21
14. H 0.21
15. H 0.21
16. H 0.22
17. H 0.20
18. H 0.39
19. H 0.38
20. H 0.42
21. H 0.44
22. H 0.44
23. O -1.18
24. H 0.47
25. H 0.46
26. O -0.99

---

[4]
This record from the Open Molecules 2025 dataset describes 3 unconnected molecules or ions with the total composition C5H19N2O2. The level of theory is ωB97M-V/def2-TZVPD.

Results
* lowest unoccupied orbital energy: -3.219 eV
* net charge: +1
* highest occupied orbital energy: -11.9 eV
* 2S+1: 1
* HOMO-LUMO gap: 8.72 eV

```
28
C5H19N2O2 ωB97M-V/def2-TZVPD
C 0.2800 1.6553 -0.3262
C -0.6353 0.5205 -0.3437
C -1.2559 0.2002 -1.5496
C -0.4686 -0.8436 -2.2974
C 1.7474 -1.4747 -1.4937
N 0.9769 -0.7485 -2.4253
N -1.7075 0.6950 0.8615
H 1.1459 1.5539 -0.9488
H 0.8125 1.5909 0.6282
H -0.1768 2.5769 -0.5994
H 0.0988 -0.3917 0.1211
H -1.0848 1.0552 -2.2481
H -2.2734 0.1904 -1.7428
H -0.6821 -1.7240 -1.6263
H -0.7465 -0.9516 -3.3649
H 2.5739 -0.8688 -1.1864
H 1.2543 -1.6617 -0.5151
H 2.1251 -2.4750 -1.8854
H 1.2976 0.2926 -2.4123
H -2.2676 -0.2801 0.9462
H -2.1760 1.5496 0.6995
H -1.0538 0.7824 1.7105
H 1.5923 0.5602 3.6092
H 2.3552 1.4016 2.7773
O 1.5682 0.8437 2.7561
H -0.0093 -0.6675 3.4964
H -0.6688 -1.7988 2.7318
O -0.9441 -0.9320 3.0963
```

Need the natural (NBO) charges? In units of e they are:
1. C -0.67
2. C 0.01
3. C -0.54
4. C -0.19
5. C -0.41
6. N -0.62
7. N -0.73
8. H 0.25
9. H 0.24
10. H 0.23
11. H 0.23
12. H 0.22
13. H 0.26
14. H 0.18
15. H 0.23
16. H 0.20
17. H 0.15
18. H 0.21
19. H 0.35
20. H 0.47
21. H 0.43
22. H 0.48
23. H 0.46
24. H 0.49
25. O -0.95
26. H 0.48
27. H 0.48
28. O -0.96

---

[5]
This record from the Open Molecules 2025 dataset describes 4 unconnected molecules or ions with the total composition C5H19NO4. The level of theory is ωB97M-V/def2-TZVPD.

Results
* lowest unoccupied orbital energy: 0.532 eV
* net charge: 0
* highest occupied orbital energy: -9.8 eV
* 2S+1: 1
* HOMO-LUMO gap: 10.29 eV
* SMILES string: CCC[C@H](N)CO.O.O.O

```
29
C5H19NO4 ωB97M-V/def2-TZVPD
C -1.7912 2.1074 1.0562
C -0.2889 2.0822 0.8506
C 0.1219 1.6514 -0.5708
C 0.1554 0.1259 -0.6889
N 1.4080 -0.4211 -0.2286
C -0.1215 -0.2677 -2.1450
O -0.1750 -1.6640 -2.3737
H -2.0464 2.1867 2.1055
H -2.2146 1.1145 0.8222
H -2.3841 2.7955 0.4552
H 0.1892 1.5454 1.6671
H 0.1231 3.0879 1.0165
H 1.0825 2.0804 -0.7913
H -0.5810 2.0814 -1.2848
H -0.6558 -0.2719 -0.0675
H 1.5667 -1.3254 -0.6510
H 2.2135 0.1525 -0.4074
H 0.6423 0.1608 -2.7637
H -1.0589 0.1982 -2.4525
H -0.6238 -2.1286 -1.6607
O 2.3877 -3.4058 -2.5107
H 2.4688 -3.1131 -1.6032
H 1.5895 -3.0181 -2.8841
O -2.1156 -1.3435 2.0895
H -1.6755 -0.5021 2.2466
H -2.2431 -1.7614 2.9447
O 1.4464 -0.8558 2.9735
H 1.0804 0.0109 2.7354
H 1.5000 -1.3026 2.1207
```

Need the natural (NBO) charges? In units of e they are:
1. C -0.62
2. C -0.39
3. C -0.40
4. C -0.08
5. N -0.86
6. C -0.06
7. O -0.74
8. H 0.21
9. H 0.20
10. H 0.22
11. H 0.19
12. H 0.21
13. H 0.21
14. H 0.21
15. H 0.18
16. H 0.36
17. H 0.37
18. H 0.18
19. H 0.16
20. H 0.48
21. O -0.95
22. H 0.46
23. H 0.49
24. O -0.95
25. H 0.47
26. H 0.48
27. O -0.94
28. H 0.46
29. H 0.48

---

[6]
This record from the Open Molecules 2025 dataset describes 5 unconnected molecules or ions with the total composition C5H19NO6. The level of theory is ωB97M-V/def2-TZVPD.

Results
* lowest unoccupied orbital energy: 0.440 eV
* net charge: 0
* highest occupied orbital energy: -9.6 eV
* 2S+1: 1
* HOMO-LUMO gap: 10.03 eV
* SMILES string: CC(=O)NCCCO.O.O.O.O

```
31
C5H19NO6 ωB97M-V/def2-TZVPD
C 0.0232 0.2442 -1.3893
C 0.5241 -1.2155 -0.8425
O 1.6764 -1.4465 -0.7374
N -0.3611 -2.2217 -0.6578
C -1.5460 -1.9097 0.1202
C -1.4026 -0.7799 1.2478
C -0.6553 -1.0738 2.4719
O -0.9908 -2.4271 2.7800
H 0.8312 0.5402 -2.0816
H -0.8995 0.2355 -1.9726
H 0.1280 0.6412 -0.4714
H 0.2781 -2.8774 -0.0792
H -2.4059 -1.5222 -0.5143
H -1.8829 -2.7614 0.6801
H -2.3758 -0.1253 1.3850
H -0.7766 0.1742 0.8753
H -1.0171 -0.4174 3.3152
H 0.4289 -0.8111 2.3881
H -0.3583 -2.9841 3.3178
O 3.7244 0.7601 -0.7321
H 2.9629 0.2065 -0.4863
H 4.4200 0.2780 -0.2732
O 1.6503 2.7478 1.3470
H 1.1096 2.8396 0.5037
H 2.5856 2.9788 1.1159
O 1.2668 3.1880 -1.3278
H 1.3534 3.9041 -1.9727
H 2.1111 2.6569 -1.4681
O -3.2603 0.5193 -1.9002
H -4.2210 0.3618 -1.7830
H -2.9204 0.2971 -2.8585
```

Need the natural (NBO) charges? In units of e they are:
1. C -0.70
2. C 0.72
3. O -0.64
4. N -0.63
5. C -0.24
6. C -0.45
7. C -0.09
8. O -0.76
9. H 0.23
10. H 0.23
11. H 0.22
12. H 0.38
13. H 0.22
14. H 0.23
15. H 0.23
16. H 0.21
17. H 0.18
18. H 0.18
19. H 0.49
20. O -0.97
21. H 0.49
22. H 0.47
23. O -0.98
24. H 0.50
25. H 0.47
26. O -0.97
27. H 0.48
28. H 0.50
29. O -0.97
30. H 0.49
31. H 0.49

---

What are the electronic energy values for these records? In order: -611.7464, -611.7557, -406.3682, -461.5419, -557.5996, -708.0186 Eh.
What are the ΔE to the lowest compared entry with this formula, charge and spin values for these records? In order: 191.0, 166.6, 153.7, 329.2, 84.7, 347.0 kJ/mol.
What are the molar mass values for these records? In order: 170.2, 170.2, 124.2, 139.2, 157.2, 189.2 g mol⁻¹.